(1)
C17H29AsBrOTl | the ωB97M-V functional and the def2-TZVPD basis

Calculated values
Charge = 0
Relative energy (zero: lowest compared OMol25 entry of this formula, charge and spin) = 0.0 kcal per mole
E_tot = -155721.9824 eV
Orbital gap = 7.43 eV

Geometry as XYZ:
```
50
C17H29AsBrOTl, DFT the ωB97M-V functional and the def2-TZVPD basis
Tl 2.113 -0.674 -3.080
C 0.208 4.993 2.189
C -1.016 4.297 1.578
C -1.978 3.944 2.713
C -1.730 5.267 0.628
C -0.566 3.062 0.799
C 0.325 3.197 -0.258
C 0.726 2.082 -0.959
Br 1.956 2.369 -2.399
C 0.300 0.765 -0.689
O 0.724 -0.256 -1.395
C -0.611 0.632 0.389
C -1.003 1.776 1.081
C -1.216 -0.698 0.876
C -2.749 -0.620 0.769
C -0.781 -1.947 0.105
C -0.821 -0.920 2.345
H -0.100 5.881 2.746
H 0.914 5.309 1.421
H 0.733 4.323 2.872
H -2.266 4.854 3.243
H -1.517 3.269 3.437
H -2.890 3.476 2.338
H -2.050 6.162 1.168
H -2.610 4.798 0.186
H -1.075 5.584 -0.185
H 0.711 4.166 -0.544
H -1.694 1.643 1.900
H -3.052 -0.449 -0.266
H -3.165 0.183 1.377
H -3.194 -1.559 1.104
H -1.061 -1.892 -0.945
H -1.280 -2.813 0.550
H 0.295 -2.102 0.157
H -1.157 -0.108 2.990
H 0.263 -0.998 2.442
H -1.265 -1.847 2.714
C 3.654 -5.867 -1.735
As 2.878 -4.144 -2.257
C 2.679 -4.518 -4.173
C 1.023 -4.529 -1.756
H 3.053 -6.691 -2.119
H 3.701 -5.930 -0.649
H 4.667 -5.944 -2.128
H 2.268 -5.516 -4.328
H 3.645 -4.444 -4.672
H 2.006 -3.786 -4.620
H 0.689 -5.466 -2.200
H 0.375 -3.718 -2.091
H 0.942 -4.592 -0.672
```

---

(2)
C17H29ClN2O5 | the ωB97M-V functional and the def2-TZVPD basis

Calculated values
Charge = 0
E_tot = -43817.2372 eV
Orbital gap = 5.68 eV

Geometry as XYZ:
```
54
C17H29ClN2O5, DFT the ωB97M-V functional and the def2-TZVPD basis
C 4.472 1.671 1.161
C 3.436 1.264 -0.085
C 3.626 -0.286 -0.584
C 2.507 -0.754 -1.733
C 2.803 -2.284 -2.261
C 1.032 -0.592 -0.972
N 0.553 -1.751 -0.073
C -0.772 -1.693 0.714
C -1.764 -0.390 0.645
O -3.046 -0.217 1.343
C -3.323 -1.304 2.294
C -3.961 -2.641 1.579
C -1.287 0.862 -0.340
C -2.240 2.232 -0.447
C -1.790 3.151 0.876
C -1.400 4.742 0.813
N -1.693 2.528 2.120
C 0.121 0.795 -1.179
C 0.574 2.045 -2.139
C 1.003 3.409 -1.328
H 4.223 2.817 1.386
H 4.079 1.077 2.096
H 5.598 1.484 0.902
H 3.585 1.982 -1.015
H 2.354 1.513 0.332
H 4.717 -0.484 -1.028
H 3.464 -0.999 0.348
H 2.632 -0.045 -2.656
H 2.104 -2.631 -3.151
H 3.912 -2.360 -2.696
H 2.721 -3.113 -1.437
H 1.145 -2.623 0.018
H -1.035 -2.613 1.385
H -2.412 -1.600 2.982
H -4.168 -0.892 3.029
H -4.859 -2.996 2.277
H -4.409 -2.463 0.513
H -3.120 -3.487 1.604
H -3.379 1.971 -0.356
H -2.009 2.840 -1.420
H -1.786 5.308 1.790
H -0.216 4.868 0.840
H -1.758 5.290 -0.170
H -1.380 3.222 2.850
H 1.482 1.796 -2.865
H -0.317 2.359 -2.868
H 0.146 4.225 -1.486
H 2.025 3.842 -1.758
H 1.108 3.275 -0.165
O -3.034 -6.435 -1.337
Cl -2.659 -6.470 0.063
O -1.275 -6.885 0.183
O -3.508 -7.412 0.767
O -2.820 -5.150 0.640
```

---

(3)
C17H29ClN3O5Yb | the ωB97M-V functional and the def2-TZVPD basis

Calculated values
Multiplicity = 2
Charge = +2
Relative energy (zero: lowest compared OMol25 entry of this formula, charge and spin) = 31.5 kcal per mole
E_tot = -76845.8037 eV
Orbital gap (spin up / spin down) = 7.09 / 5.54 eV

Geometry as XYZ:
```
56
C17H29ClN3O5Yb, DFT the ωB97M-V functional and the def2-TZVPD basis
Yb 0.426 -0.331 -0.065
C 3.770 -0.871 3.611
C 3.107 0.173 2.663
C 4.254 1.091 2.202
O 1.997 0.886 3.204
C 2.606 -0.557 1.357
O 2.209 -1.766 1.384
O 2.490 0.272 0.400
H 3.921 -0.370 4.602
H 4.780 -1.121 3.210
H 3.160 -1.775 3.797
H 4.318 1.870 2.979
H 4.031 1.621 1.252
H 5.253 0.603 2.141
H 2.109 1.144 4.134
N 0.661 1.087 -4.342
C 1.737 1.344 -3.315
C 2.177 0.018 -2.666
N 1.062 -0.922 -2.332
C -0.090 -1.013 -3.219
C -0.547 0.327 -3.820
H 1.055 0.569 -5.164
H 0.411 2.018 -4.746
H 1.344 2.017 -2.550
H 2.601 1.801 -3.790
H 2.745 0.274 -1.767
H 2.864 -0.501 -3.337
H 1.498 -1.844 -2.215
H -0.921 -1.453 -2.666
H 0.132 -1.638 -4.093
H -1.083 0.937 -3.099
H -1.228 0.125 -4.666
Cl -0.885 -1.340 2.738
C -2.358 -1.720 1.855
C -3.623 -1.327 2.316
C -4.686 -1.311 1.397
C -4.631 -2.041 0.214
C -3.468 -2.678 -0.171
C -2.281 -2.456 0.586
C -1.025 -2.721 0.017
H -3.757 -0.970 3.327
H -5.573 -0.724 1.692
H -5.527 -2.035 -0.402
H -3.401 -3.294 -1.046
H -0.990 -3.149 -0.997
H -0.283 -3.066 0.772
N -3.094 2.520 1.285
C -1.740 3.028 0.938
C -0.919 1.907 0.241
O 0.322 2.015 0.156
O -1.562 0.870 -0.123
H -3.308 2.618 2.309
H -3.134 1.522 0.930
H -3.845 3.030 0.773
H -1.244 3.422 1.845
H -1.838 3.883 0.264
```

---

(4)
C17H29ClNNdO2P2 | the ωB97M-V functional and the def2-TZVPD basis

Calculated values
Multiplicity = 4
Charge = 0
Relative energy (zero: lowest compared OMol25 entry of this formula, charge and spin) = 60.2 kcal per mole
E_tot = -70058.7879 eV
Orbital gap (spin up / spin down) = 5.50 / 4.49 eV

Geometry as XYZ:
```
53
C17H29ClNNdO2P2, DFT the ωB97M-V functional and the def2-TZVPD basis
C -0.763 3.830 -1.359
C -0.868 2.513 -0.882
N -0.165 2.001 0.191
C 0.789 2.859 0.675
C 0.894 4.200 0.308
C 0.084 4.666 -0.691
C -1.798 1.588 -1.662
P -2.206 0.049 -0.771
Nd -0.593 -0.130 1.631
P 2.293 0.447 1.339
C 1.875 2.337 1.563
C 0.084 -2.536 0.580
C -0.939 -3.181 1.370
C -0.919 -4.560 1.617
C 0.094 -5.356 1.091
C 1.146 -4.787 0.386
C 1.151 -3.405 0.158
O -0.751 0.502 -3.983
O 0.294 -1.212 -2.349
H -1.359 4.182 -2.231
H 1.652 4.881 0.709
H 0.119 5.675 -0.999
C -3.794 0.716 -0.029
C -3.053 -1.008 -2.044
H 2.842 2.821 1.269
H 1.684 2.540 2.655
H -1.276 1.295 -2.685
H -2.787 2.074 -1.881
C 2.868 0.222 3.075
C 3.976 0.710 0.617
H -1.822 -2.657 1.769
H -1.741 -5.060 2.148
H 0.058 -6.428 1.268
H 1.898 -5.482 -0.008
H 2.014 -3.055 -0.398
H 0.378 -1.108 -1.382
H 0.223 -2.202 -2.475
H -0.185 -0.143 -3.379
H -0.087 1.156 -4.297
H 0.182 -1.183 0.101
H -4.463 0.959 -0.883
H -4.244 -0.069 0.619
H -3.586 1.639 0.543
H -3.850 -0.428 -2.547
H -2.346 -1.358 -2.809
H -3.508 -1.890 -1.534
H 4.603 1.271 1.314
H 4.455 -0.271 0.451
H 3.966 1.289 -0.316
H 3.751 0.847 3.276
H 2.075 0.472 3.793
H 3.143 -0.840 3.185
Cl -1.488 0.607 3.895
```

---

(5)
C17H29ClNO2P2Pr | the ωB97M-V functional and the def2-TZVPD basis

Calculated values
Multiplicity = 3
Charge = 0
E_tot = -68851.8390 eV
Orbital gap (spin up / spin down) = 5.68 / 5.87 eV

Geometry as XYZ:
```
53
C17H29ClNO2P2Pr, DFT the ωB97M-V functional and the def2-TZVPD basis
C -0.814 3.831 -1.240
C -0.999 2.531 -0.678
N -0.154 2.077 0.334
C 0.869 2.869 0.722
C 1.052 4.148 0.212
C 0.187 4.642 -0.775
C -2.061 1.701 -1.170
P -2.614 0.131 -0.568
Pr -0.527 -0.211 1.380
P 2.233 0.538 1.653
C 1.802 2.374 1.804
C 0.312 -2.640 0.607
C -0.914 -3.206 1.240
C -1.002 -4.529 1.605
C 0.039 -5.436 1.368
C 1.202 -4.985 0.693
C 1.321 -3.718 0.164
O -1.188 1.887 -5.299
O 0.782 -1.178 -3.233
H -1.462 4.131 -2.060
H 1.844 4.764 0.622
H 0.312 5.642 -1.172
C -4.184 0.547 0.284
C -3.150 -0.818 -2.052
H 2.762 2.912 1.786
H 1.349 2.508 2.804
H -1.495 1.547 -6.137
H -2.478 2.061 -2.128
C 3.065 0.285 3.261
C 3.674 0.621 0.524
H -1.850 -2.604 1.166
H -1.896 -4.861 2.119
H -0.035 -6.468 1.766
H 2.012 -5.717 0.608
H 2.251 -3.441 -0.336
H -0.195 -1.877 0.006
H 0.515 -0.346 -2.771
H 1.541 -1.501 -2.697
H -0.226 1.693 -5.338
H 0.976 -1.982 1.271
H -4.962 0.798 -0.445
H -4.525 -0.304 0.879
H -4.022 1.397 0.958
H -4.153 -0.503 -2.398
H -2.409 -0.712 -2.860
H -3.196 -1.877 -1.755
H 4.532 1.131 0.991
H 3.956 -0.414 0.277
H 3.399 1.137 -0.408
H 3.990 0.873 3.341
H 2.382 0.545 4.080
H 3.307 -0.783 3.341
Cl -1.158 0.795 3.653
```

---

(6)
C17H29ClNO6P2V | the ωB97M-V functional and the def2-TZVPD basis

Calculated values
Multiplicity = 2
Charge = +1
Relative energy (zero: lowest compared OMol25 entry of this formula, charge and spin) = 0.0 kcal per mole
E_tot = -88648.4741 eV
Orbital gap (spin up / spin down) = 4.99 / 5.80 eV

Geometry as XYZ:
```
57
C17H29ClNO6P2V, DFT the ωB97M-V functional and the def2-TZVPD basis
C -0.998 3.069 -2.731
C -1.005 2.013 -1.813
N 0.127 1.641 -1.195
C 1.239 2.395 -1.322
C 1.297 3.438 -2.251
C 0.169 3.779 -2.996
C -2.190 1.065 -1.729
P -2.196 -0.085 -0.300
V 0.074 -0.273 -0.003
P 2.682 0.562 0.476
C 2.508 2.076 -0.531
C -0.612 -1.879 1.251
C -0.880 -1.465 2.549
C -0.619 -2.372 3.587
C -0.150 -3.662 3.303
C 0.123 -4.044 1.982
C -0.087 -3.127 0.943
O -1.784 -0.704 -4.029
O 0.659 -0.632 -2.809
H -1.911 3.255 -3.279
H 2.263 3.939 -2.387
H 0.201 4.631 -3.679
C -3.111 0.885 0.926
C -3.369 -1.377 -0.829
H 3.369 2.058 -1.233
H 2.685 2.894 0.190
H -2.196 0.407 -2.621
H -3.111 1.694 -1.741
C 3.952 0.745 1.722
C 3.055 -0.809 -0.633
H -1.271 -0.471 2.734
H -0.811 -2.086 4.609
H 0.012 -4.369 4.123
H 0.528 -5.038 1.762
H 0.071 -3.437 -0.096
H 0.043 -1.070 -2.136
H 0.884 -1.411 -3.350
H -0.877 -0.605 -3.665
H -1.929 0.068 -4.615
H -0.284 -1.613 -0.985
H -4.126 1.124 0.559
H -3.130 0.269 1.834
H -2.538 1.811 1.111
H -4.411 -1.014 -0.838
H -3.109 -1.758 -1.828
H -3.280 -2.202 -0.108
H 4.112 -0.706 -0.902
H 2.906 -1.763 -0.092
H 2.435 -0.777 -1.550
H 4.926 0.860 1.242
H 3.729 1.643 2.318
H 3.953 -0.160 2.341
O 0.043 1.669 3.492
Cl 0.324 0.753 4.637
O 1.204 -0.384 4.186
O -0.969 0.225 5.167
O 1.380 0.324 1.234
```